1.
37
Properties=species:S:1:pos:R:3:forces:R:3:lowdin_spin:R:1 method="wB97M-V/def2-TZVPD" energy_ha=-2426.04597 de_lowest_kcal_mol=7.8 homo_lumo_gap_ev="8.30 / 8.02" multiplicity=2 total_charge=0 mol_weight_g_mol=305.14
V -0.50365 3.80980 0.00858 0.094 0.051 0.738 1.4989
Cl 1.00374 4.84168 -1.14411 0.167 0.395 -0.442 0.0076
Cl -0.14199 3.33584 2.08850 -0.027 0.261 0.507 0.0022
C 2.73587 0.08882 -0.80386 0.360 0.571 0.363 -0.0021
H 3.65953 0.55829 -1.17711 -0.623 0.220 0.231 0.0000
H 2.55282 0.08376 0.28341 0.538 -0.631 -0.573 0.0001
C -0.72725 2.16222 -0.63838 0.983 -1.538 -0.622 -0.3872
C 1.79159 -0.34079 -1.62242 -1.587 -0.197 -0.756 -0.0011
H -0.25679 1.35302 -0.04494 -0.451 0.380 -0.035 -0.0200
C 1.57460 0.01453 -3.09523 1.179 -1.042 -0.154 -0.0001
H 1.00204 -1.00426 -1.25569 0.029 0.611 0.510 0.0001
C 1.29526 1.50337 -3.42929 0.235 -1.098 0.092 -0.0013
H 2.52669 -0.24622 -3.59699 -0.258 0.228 -0.054 0.0000
H 0.84597 -0.70425 -3.54800 0.242 0.801 0.379 0.0000
C -0.14064 2.01574 -3.26898 -0.010 0.202 -0.038 -0.0214
H 2.05798 2.10109 -2.88721 -0.618 -0.134 -0.304 -0.0003
H 1.48516 1.56802 -4.52239 0.117 0.340 0.625 -0.0005
C -1.07877 1.76755 -2.03852 -0.225 0.190 -0.733 -0.0605
H -0.03312 3.08898 -3.46753 -0.439 -0.025 0.186 0.0005
H -0.72848 1.59892 -4.10273 0.186 0.167 0.133 -0.0007
H -1.96172 2.34945 -2.28692 -0.325 0.191 -0.300 -0.0063
H -1.45913 0.73857 -2.08683 0.414 -0.049 0.304 -0.0059
C -1.45144 -2.42370 4.17252 -0.314 0.320 0.092 0.0000
N -0.73618 -2.38946 2.91150 -0.301 0.183 -0.047 0.0000
C 0.44558 -3.19895 2.78482 0.568 -0.254 -0.181 0.0000
C -1.03267 -1.56264 1.87035 1.214 -0.617 -0.753 0.0000
C -2.22593 -0.66714 2.04128 -0.127 0.172 -0.246 -0.0008
O -0.30959 -1.58981 0.85413 -1.196 0.405 1.156 0.0001
H -1.05915 -3.25564 4.76515 -0.227 0.243 -0.099 0.0000
H -2.52850 -2.57071 4.01713 0.247 -0.059 0.099 0.0000
H -1.32284 -1.49274 4.74515 0.008 -0.218 -0.058 0.0000
H 0.40574 -3.80790 1.87863 0.005 0.028 0.096 0.0000
H 1.34333 -2.57684 2.71378 -0.034 -0.077 0.011 0.0000
H 0.52207 -3.84132 3.66083 0.075 -0.014 -0.131 0.0000
H -2.00215 0.12870 2.76240 -0.086 -0.178 -0.054 0.0001
H -2.44409 -0.20680 1.07882 0.011 -0.006 0.072 -0.0011
H -3.10390 -1.22917 2.38017 0.177 0.177 -0.012 0.0000

=====

2.
42
Properties=species:S:1:pos:R:3:forces:R:3:nbo_charge:R:1 method="wB97M-V/def2-TZVPD" energy_ha=-3704.11267 homo_lumo_gap_ev=7.01 total_charge=-1 mol_weight_g_mol=402.14
C 0.12295 2.85330 1.68371 -0.216 -1.348 -0.088 -0.7173
C -1.02288 2.58335 2.82109 0.509 -2.177 -1.643 0.0800
C -0.72997 1.13342 3.60224 -0.666 1.385 1.798 -0.1018
O -1.18189 -0.03990 2.84237 3.353 0.528 -1.480 -0.5555
C -0.13310 -0.60003 1.98082 5.388 -1.400 -0.382 0.7766
O 1.17292 -0.67377 2.24197 -8.306 1.071 -0.603 -0.5783
C -0.62681 -1.27601 0.53575 -0.837 -0.999 1.659 -0.6173
S -0.17379 -0.24514 -0.96156 -0.728 -0.067 1.190 -0.3826
Ga 2.10361 0.02780 -1.18083 1.346 0.178 0.404 1.0795
F 2.95639 0.81101 0.33854 -0.696 -0.400 -1.012 -0.7658
O -1.11416 3.59310 3.88294 3.048 1.881 -0.806 -0.5620
C -0.14900 4.68738 3.71681 -2.972 5.427 -3.490 0.7951
O -0.61651 5.81664 3.12109 3.107 -7.230 4.045 -0.5632
C 1.40923 4.71462 4.22524 0.078 0.210 1.641 -0.6256
S 2.61077 5.14526 2.80344 -0.124 -0.178 0.621 -0.0247
H 0.02303 1.96344 0.89417 0.224 1.844 1.689 0.2811
H 1.18323 2.71457 2.17432 -1.993 0.520 -1.143 0.2417
H -0.00340 3.83904 1.06519 0.247 -1.746 1.513 0.2390
H -2.06489 2.45384 2.27248 1.998 0.573 1.389 0.1999
H -1.42156 1.18335 4.57414 1.382 -0.244 -2.158 0.1893
H 0.37171 1.06808 4.00896 -2.016 -0.070 -1.274 0.2129
H -0.16213 -2.37152 0.43999 -0.920 2.588 0.449 0.2624
H -1.81067 -1.39705 0.58595 2.586 0.365 -0.247 0.2260
H 2.81042 -1.38173 -1.52326 -0.130 0.042 0.306 -0.3703
H 2.37525 1.02656 -2.43878 -0.400 -0.041 0.351 -0.3608
H 1.52036 5.62979 4.98383 -0.654 -2.142 -1.598 0.2576
H 1.76797 3.73884 4.76348 -1.015 1.768 -1.180 0.2467
H 3.86589 5.21920 3.42724 -1.561 -0.255 -0.018 0.1372
O -0.96195 -4.17587 -1.27724 0.206 0.456 -2.369 -0.5833
C -0.81331 -4.07202 -2.49522 -0.404 0.234 1.795 0.8012
O -0.90358 -2.86309 -3.09501 0.160 -0.265 0.373 -0.4885
C -0.52417 -2.60323 -4.45903 -0.093 0.024 0.024 -0.0687
C -1.68015 -2.86774 -5.40237 -0.226 -0.159 0.007 -0.6344
C -0.63241 -5.28995 -3.35161 0.675 -0.465 -0.037 -0.7411
H 0.37701 -3.15903 -4.73321 -0.123 -0.048 0.090 0.1749
H -0.25742 -1.54210 -4.50713 -0.052 -0.198 0.359 0.2152
H -1.98142 -3.91811 -5.38335 0.085 0.032 -0.069 0.1986
H -1.40817 -2.60421 -6.42800 -0.006 -0.002 0.083 0.2109
H -2.55668 -2.28093 -5.10859 0.201 0.011 -0.032 0.2202
H -1.60999 -5.65856 -3.66878 0.081 0.067 -0.038 0.2353
H -0.13726 -6.06274 -2.75440 -0.302 0.174 -0.002 0.2433
H 0.00652 -5.11988 -4.21738 -0.232 0.055 -0.115 0.2167

=====

3.
37
Properties=species:S:1:pos:R:3:forces:R:3:nbo_charge:R:1 method="wB97M-V/def2-TZVPD" energy_ha=-1477.86178 homo_lumo_gap_ev=7.81 total_charge=0 mol_weight_g_mol=466.08
C -1.66191 2.86870 -1.55255 0.236 0.379 0.697 -0.6702
C -0.72154 1.55257 -1.28624 -0.169 0.918 -0.945 -0.3440
I -0.93870 0.73561 0.76033 1.181 1.882 0.302 0.0732
C -0.96524 0.30022 -2.31509 1.347 2.100 0.455 -0.6578
P 0.76946 -0.45860 -2.69287 -0.880 -1.414 -1.174 0.2126
I -2.34320 -1.09168 -1.33977 -0.379 -0.416 -2.310 0.1456
H -1.11583 3.53203 -2.38097 -1.365 -1.463 1.779 0.2281
H -1.73351 3.49258 -0.54099 0.329 -1.248 -2.316 0.2459
H -2.77066 2.62967 -1.85889 2.293 0.201 0.454 0.2259
H 0.39669 1.88572 -1.37833 -2.229 -0.657 0.401 0.2451
H -1.37413 0.69657 -3.33764 0.518 -0.934 1.996 0.2630
H 1.43647 0.53345 -3.51834 -0.446 -0.037 1.179 0.0179
H 1.53365 -0.64224 -1.48217 -0.587 0.998 -0.400 0.0401
C -0.12233 -6.47348 -2.56793 0.038 -0.159 0.074 -0.6105
C -0.70763 -5.19029 -1.99296 -0.084 -0.362 0.054 -0.3807
C -0.12608 -3.92701 -2.62695 -0.182 -0.009 0.200 -0.5335
C 1.30355 -3.76128 -2.33092 1.199 0.166 0.057 0.3081
N 2.43409 -3.63305 -2.10131 -1.456 -0.225 -0.214 -0.3587
H 0.95024 -6.55121 -2.36447 -0.102 0.040 -0.063 0.2153
H -0.61006 -7.34358 -2.11741 0.088 0.072 -0.099 0.2130
H -0.27259 -6.52339 -3.65100 0.033 -0.005 0.094 0.2020
H -0.55110 -5.17664 -0.90796 -0.030 0.115 -0.145 0.2076
H -1.79138 -5.19779 -2.15987 0.141 0.162 0.039 0.2066
H -0.67155 -3.05699 -2.24328 0.335 -0.140 -0.160 0.2626
H -0.28280 -3.94554 -3.71136 0.195 0.052 0.117 0.2449
C -0.21046 2.87613 4.77128 -0.071 -0.136 -0.038 -0.6151
C 1.20380 3.41768 4.93357 -0.180 -0.341 0.229 -0.3794
C 1.45538 4.69317 4.12992 0.285 -0.005 0.191 -0.5124
C 1.38940 4.46172 2.68043 -0.134 -0.043 -1.337 0.2938
N 1.33223 4.27992 1.53545 0.071 0.201 1.533 -0.3396
H -0.40822 2.57490 3.73784 0.010 0.074 0.075 0.2203
H -0.35084 1.99609 5.40671 -0.028 0.121 -0.091 0.2162
H -0.95402 3.62547 5.06057 0.048 -0.074 -0.035 0.2017
H 1.92274 2.64109 4.64732 -0.027 0.202 0.012 0.2115
H 1.37277 3.63459 5.99509 0.094 0.065 -0.191 0.2072
H 2.44972 5.07893 4.38322 -0.130 0.022 -0.220 0.2501
H 0.73363 5.46595 4.41754 0.041 -0.101 -0.200 0.2437

=====

4.
35
Properties=species:S:1:pos:R:3:forces:R:3:nbo_charge:R:1 method="wB97M-V/def2-TZVPD" energy_ha=-595.17823 de_lowest_kcal_mol=106.6 smiles="CN1CC[N+](C)(C)C2=C1[N@H+](C)CC=C2" homo_lumo_gap_ev="7.25 / 7.25" total_charge=+2 mol_weight_g_mol=195.31
C -0.93361 -0.46726 -1.90662 -1.162 0.873 0.250 -0.2633
C -0.10459 0.10763 -2.79559 0.888 -1.343 0.524 -0.2606
C -0.78709 -0.27907 -0.50196 5.768 3.172 -0.352 -0.0033
C 0.86157 0.46943 -0.18303 -5.932 -4.200 3.268 0.5224
C 1.23859 0.63570 -2.33826 0.012 -0.763 -1.997 -0.2540
C 0.65457 -0.50435 2.08232 1.233 0.196 -0.116 -0.2431
C -0.83195 -0.61771 1.79035 -0.874 1.569 2.729 -0.2489
C 2.14477 1.54986 1.48480 -2.952 0.766 1.367 -0.4630
C 0.05577 2.45014 -1.24748 -0.518 3.609 0.310 -0.4493
C -0.67898 -2.51586 0.20296 2.965 -4.337 -1.487 -0.4655
C -2.65352 -1.39549 0.43892 -2.335 0.429 1.134 -0.4152
N 1.34124 0.40390 1.05918 -0.788 0.515 -1.178 -0.3632
N 1.13735 1.47369 -1.14678 -2.221 -1.399 0.741 -0.4202
N -1.19556 -1.22401 0.50401 -0.048 0.043 -1.273 -0.3104
H -1.95546 -0.73305 -2.18520 0.347 -0.450 -0.453 0.2572
H -0.28900 0.03620 -3.85472 -0.001 0.250 -0.067 0.2699
H 2.07759 -0.05667 -2.08007 -0.801 -0.141 -0.580 0.2548
H 1.56201 1.30985 -3.09772 0.640 0.374 -0.803 0.2594
H 0.92891 -0.09529 3.10802 -0.942 -0.157 -1.356 0.2833
H 1.12363 -1.50124 2.12182 0.049 0.332 -0.498 0.2557
H -1.29481 -1.10677 2.77320 0.511 0.827 -2.553 0.2954
H -1.26091 0.39685 1.51952 0.388 -0.763 1.593 0.2593
H 2.26314 1.62415 2.52743 0.833 -1.140 1.509 0.2665
H 3.04341 1.54852 1.00037 2.363 0.478 -1.204 0.2321
H 1.52079 2.45903 1.48994 0.347 0.103 -1.304 0.2290
H -0.16050 2.97919 -0.29486 0.329 -0.902 -0.178 0.2496
H 0.45992 3.31223 -1.84629 -0.593 -1.069 -0.079 0.2614
H -0.87503 2.02006 -1.62405 0.612 0.055 -0.108 0.2811
H 0.44358 -2.46976 0.06080 -1.059 0.061 0.867 0.2383
H -0.95161 -3.37223 0.92771 0.245 1.653 -1.003 0.2705
H -0.90763 -2.83184 -0.87377 -0.483 0.503 1.675 0.2676
H -3.03210 -1.85767 -0.47077 0.660 -0.271 0.006 0.2581
H -2.78380 -2.04144 1.30852 -0.917 -0.083 -0.302 0.2379
H -3.27334 -0.47512 0.54707 1.038 -0.315 0.242 0.2625
H 2.00162 1.88816 -1.03317 2.396 1.524 0.673 0.4478